Below is C41H49BrF3N4OP2S2SiTb as an isolated structure at a distorted geometry, with properties calculated with the ωB97M-V functional and the def2-TZVPD basis.

Its expectation value of S² is 12.68. Its energy relative to the best compared isomer or geometry (same formula, charge and spin) is 0.0 kcal/mol. As for the total energy: -200079.8218 eV. The value obtained for the HOMO energy (spin up / spin down) is -6.44 / -6.36 eV. As for the multiplicity: 7. The value obtained for the HOMO-LUMO gap (spin up / spin down) is 6.4 / 6.3 eV. The lowest unoccupied orbital energy (spin up / spin down) comes out at -0.0030 / -0.0021 Ha.

Atoms and positions in Å:
Tb -0.2592 -0.5929 -0.1197
F 1.3770 -2.0925 -6.3520
C 0.3434 -1.9481 -5.4660
F 0.1558 -3.1897 -4.9767
F -0.7485 -1.7244 -6.2586
C 0.6125 -0.8551 -4.4590
C 1.0632 0.3314 -4.9682
C 1.2665 1.4504 -4.1338
C 1.0034 1.2749 -2.7820
N 0.5332 0.1203 -2.2921
C 0.3459 -0.9951 -3.0663
S -0.1173 -2.4047 -2.1994
H 1.2198 0.3807 -6.0635
H 1.6963 2.3664 -4.5373
H 1.1525 2.0624 -2.0395
C -3.0036 -1.4942 -3.6596
P -2.9526 -0.9832 -1.8953
C -3.8466 -2.3114 -1.0093
C -4.1950 0.3326 -1.8340
C -5.4877 0.0678 -2.2470
C -6.4820 1.0669 -2.2562
C -6.1374 2.3496 -1.8066
C -4.8323 2.6523 -1.3556
C -3.8473 1.6455 -1.3920
P -2.1304 2.0146 -1.0372
C -2.2798 3.2699 0.3003
C -1.6742 3.0207 -2.5148
H -4.0521 -1.7057 -3.9496
H -2.4027 -2.4098 -3.7653
H -2.6231 -0.7055 -4.3402
H -4.7289 -2.6897 -1.5715
H -4.2059 -1.9157 -0.0395
H -3.1386 -3.1294 -0.8418
H -5.7110 -0.9686 -2.5271
H -7.4977 0.8627 -2.6306
H -6.8971 3.1324 -1.7654
H -4.5706 3.6572 -1.0001
H -3.0256 4.0513 0.0710
H -1.2811 3.7146 0.3864
H -2.5661 2.7655 1.2416
H -2.4476 3.7999 -2.7451
H -1.6194 2.3819 -3.4099
H -0.7006 3.5378 -2.3452
C 5.2884 2.2009 2.3709
C 4.7645 3.0002 1.1769
N 3.2737 3.0184 1.0435
C 2.6376 4.2395 1.5319
C 2.1111 4.1960 2.9593
C 2.5949 1.9047 0.6484
S 0.8652 1.9562 0.5981
N 3.3142 0.8370 0.3102
C 3.0016 -0.4158 0.0501
O 1.8940 -1.0188 0.2716
C 4.1096 -1.2501 -0.5302
C 3.8425 -2.3515 -1.3680
C 4.8888 -3.1154 -1.8498
C 6.2297 -2.7970 -1.5885
C 6.4908 -1.6143 -0.8769
C 5.4455 -0.8439 -0.3678
H 6.3902 2.1494 2.3273
H 4.9028 1.1650 2.3317
H 4.9818 2.6520 3.3235
H 5.1991 2.5821 0.2453
H 5.0416 4.0744 1.2046
H 1.8126 4.5227 0.8664
H 3.4323 5.0145 1.4694
H 1.4031 3.3759 3.1127
H 1.5701 5.1495 3.1622
H 2.9369 4.0707 3.6961
H 2.8177 -2.6312 -1.5990
H 4.6323 -4.0418 -2.3901
H 7.0562 -3.4305 -1.9498
H 7.5130 -1.2980 -0.6996
H 5.6450 0.0693 0.1924
Br 0.0370 -8.0757 1.6566
C -0.0733 -6.2566 1.2631
C 0.9794 -5.5735 0.6063
C 0.8993 -4.1845 0.4488
N -0.2053 -3.4594 0.7732
C -1.2359 -4.1367 1.3053
C -1.1904 -5.5040 1.6373
H 1.8671 -6.0937 0.2553
H 1.7236 -3.6152 0.0321
H -2.1484 -3.5513 1.4892
H -2.0172 -5.9460 2.2254
C -2.6059 -2.0668 3.5057
Si -2.1100 -0.4839 2.4390
C -3.7396 0.4820 2.0800
C -0.9952 0.4349 3.6526
C -1.6363 1.1252 4.6746
C -0.8796 1.6866 5.7186
C 0.5179 1.5720 5.7206
C 1.1502 0.8737 4.6683
C 0.4307 0.3296 3.6320
H -3.1124 -1.7895 4.4530
H -1.6819 -2.6383 3.7252
H -3.2706 -2.7304 2.9242
H -3.9749 1.3386 2.7697
H -4.6016 -0.2044 2.0967
H -3.6751 0.8806 1.0468
H -2.7468 1.1810 4.7005
H -1.3924 2.2324 6.5263
H 1.1427 2.0518 6.4837
H 2.2246 0.7376 4.6740
H 0.9254 -0.1800 2.7965

Löwdin atomic charge list, values in e, 5 entries: 1.038 0.106 -0.551 0.092 0.110

=====

Below is C16H16NOsS2Se as an isolated structure, with properties calculated with the ωB97M-V functional and the def2-TZVPD basis.

The net charge is +1. As for the total energy: -107820.5684 eV. The value obtained for the HOMO energy is -10.45 eV. The value obtained for the HOMO-LUMO gap is 4.6 eV. The lowest unoccupied orbital energy comes out at -0.2140 Ha.

Atoms and positions in Å:
Os -0.3638 -0.2226 0.1112
C -3.2325 0.5005 -1.7150
C -2.6113 -0.0324 -0.4656
C -2.2588 0.8389 0.6044
C -1.6821 0.3507 1.8301
C -1.3866 1.2786 2.9684
C -1.5005 -1.0623 1.9741
C -1.7533 -1.9315 0.9132
C -1.4617 -3.3975 1.0101
C -2.2358 -1.3812 -0.3333
H -4.3069 0.3129 -1.6885
H -2.8276 0.0080 -2.5985
H -3.0771 1.5743 -1.8030
H -2.4329 1.9010 0.4860
H -2.2360 1.2814 3.6539
H -1.2278 2.2943 2.6116
H -0.5048 0.9623 3.5228
H -1.0810 -1.4466 2.8951
H -2.3195 -3.9050 1.4563
H -0.5897 -3.5825 1.6348
H -1.2782 -3.8259 0.0275
H -2.3482 -2.0556 -1.1720
S 1.5571 0.3628 1.1789
C 2.5311 1.0199 -0.0453
C 3.9093 1.2609 0.1612
C 4.6241 1.8824 -0.8202
C 4.0153 2.2969 -2.0396
C 2.6909 2.0794 -2.2706
C 1.9230 1.4215 -1.2788
S 0.2686 1.1311 -1.5064
H 4.3804 0.9479 1.0829
H 5.6798 2.0645 -0.6698
H 4.6187 2.7830 -2.7939
H 2.2219 2.3787 -3.1982
Se 2.3405 -3.7735 -1.8950
C 1.3256 -2.5594 -1.1638
N 0.6297 -1.7559 -0.6651

natural (NBO) atomic charge list, values in e, 5 entries: 0.389 -0.669 0.172 -0.282 0.023

=====

Below is a 2-piece molecular cluster, C3H10N2O overall at a distorted geometry, with properties calculated with the ωB97M-V functional and the def2-TZVPD basis.

Its energy relative to the best compared isomer or geometry (same formula, charge and spin) is 101.2 kcal/mol. As for the total energy: -8297.1151 eV. The value obtained for the HOMO energy is -7.09 eV. The value obtained for the HOMO-LUMO gap is 7.8 eV. The lowest unoccupied orbital energy comes out at 0.0276 Ha.

Atoms and positions in Å:
C -1.5953 -0.1973 1.1879
C 2.3420 0.2003 -0.2726
C -1.0857 -0.7789 -0.0665
N -1.0635 1.1417 -1.5669
N -0.9826 -0.1146 -1.1843
O 1.3220 -0.4138 0.4585
H -1.4219 0.9246 1.3099
H -1.0762 -0.5664 2.0011
H -2.7432 -0.4552 1.2637
H 3.3781 0.1196 0.1453
H 2.1803 1.2094 -0.4253
H 2.4681 -0.3231 -1.2705
H -0.7876 -1.8591 -0.0749
H -1.5439 1.7299 -0.8445
H 1.2681 0.1468 1.3350
H -0.6586 -0.7640 -1.9957

natural (NBO) atomic charge list, values in e, 5 entries: -0.676 -0.244 -0.014 -0.669 -0.209

=====

Below is a 4-piece molecular cluster, C4H16NO5 overall at a distorted geometry, with properties calculated with the ωB97M-V functional and the def2-TZVPD basis.

The net charge is -1. Its energy relative to the best compared isomer or geometry (same formula, charge and spin) is 27.6 kcal/mol. As for the total energy: -16134.0948 eV. The value obtained for the HOMO energy is -4.77 eV. The value obtained for the HOMO-LUMO gap is 8.4 eV. The lowest unoccupied orbital energy comes out at 0.1344 Ha.

Atoms and positions in Å:
C -2.5984 1.7537 -0.2310
O -2.1402 3.1273 0.0834
C -1.3270 0.9578 -0.6728
C -1.4285 -0.5554 -0.5309
C -0.1147 -1.2032 -1.1826
O 0.9832 -0.9309 -0.3562
N -0.0924 1.5396 -0.0464
H -2.9279 1.2720 0.6912
H -3.4287 1.9122 -1.0030
H -1.1980 3.1332 -0.1332
H -1.2657 1.3006 -1.7905
H -1.5150 -0.8971 0.6003
H -2.2392 -0.9150 -0.9996
H -0.2018 -2.2850 -1.2596
H 0.2785 -0.5459 -2.0217
H 0.5949 0.9043 -0.2902
H -0.1333 1.5021 0.8799
H 2.6527 -0.8822 -0.0825
H 3.2193 0.0765 -1.2062
O 3.4686 -0.5332 -0.5363
H 0.6943 -1.3064 2.4636
H 0.7546 -0.4089 1.2221
O 0.5622 -0.4548 2.0710
H 1.1619 -2.1693 0.2904
H 1.7846 -3.6398 0.5815
O 1.5295 -2.9016 0.9989

natural (NBO) atomic charge list, values in e, 5 entries: -0.069 -0.774 -0.065 -0.459 -0.062